20
Properties=species:S:1:pos:R:3 method="wB97M-V/def2-TZVPD" charge=0 energy_ha=-440.297975 de_lowest_kj_mol=496.91
O -1.250 1.297 0.926
O 0.029 -1.642 -0.956
N -0.695 0.381 -1.706
C -0.255 -0.480 -0.758
C -2.283 -0.848 0.723
C 1.578 0.531 0.098
C 1.259 1.694 0.484
C 2.509 -0.558 -0.164
C -1.033 0.025 0.888
H -2.895 -0.493 -0.105
H -2.016 -1.893 0.574
H -1.083 1.263 -1.406
H 0.102 1.829 0.687
H 3.477 -0.291 0.273
H 1.902 2.530 0.734
H -0.931 0.026 -2.620
H 2.622 -0.740 -1.233
H 2.159 -1.488 0.288
H -2.860 -0.746 1.645
H -0.335 -0.397 1.629

***

20
Properties=species:S:1:pos:R:3 method="wB97M-V/def2-TZVPD" charge=0 energy_ha=-440.262013 de_lowest_kj_mol=591.33
O 1.038 -0.647 1.722
O -0.167 1.639 1.072
N 1.436 0.693 -0.992
C -0.390 0.484 0.852
C -1.622 -0.256 1.301
C 2.338 0.619 -0.134
C 0.109 -0.019 -0.822
C 0.234 -1.406 -0.869
C -0.891 0.628 -1.773
H 0.924 -1.900 -0.203
H -2.449 -0.001 0.634
H -1.433 -1.325 1.268
H 2.104 -0.044 0.852
H -0.998 1.684 -1.532
H -0.413 -2.000 -1.502
H -1.863 0.141 -1.700
H 1.274 -0.193 2.543
H -0.530 0.538 -2.798
H 3.186 1.297 -0.222
H -1.884 0.070 2.306

***

21
Properties=species:S:1:pos:R:3 method="wB97M-V/def2-TZVPD" charge=0 energy_ha=-838.483690 de_lowest_kj_mol=368.48
S 1.231 -0.292 1.563
O 0.691 -1.428 2.309
O 1.934 0.665 2.381
N -0.727 0.897 1.419
C 0.300 0.414 -1.693
C 0.467 1.533 -1.302
C 0.279 -0.908 -2.259
C -1.792 -0.015 1.382
C -0.749 2.091 1.801
C 1.352 -1.857 -1.817
H -1.509 2.795 2.233
H -2.685 0.456 1.810
H 1.023 -2.746 -2.303
H -2.263 0.036 0.361
H -1.447 -0.956 1.645
H 1.327 -1.934 -0.805
H 2.262 -1.428 -2.205
H 0.171 -0.974 -3.375
H -0.667 -1.247 -1.937
H 0.319 2.369 1.699
H 0.485 2.529 -0.907

***

21
Properties=species:S:1:pos:R:3 method="wB97M-V/def2-TZVPD" charge=0 energy_ha=-838.455781 de_lowest_kj_mol=441.76
S -1.638 0.070 -0.280
O -1.389 -0.688 -1.485
O -1.816 1.500 -0.327
N 0.851 1.105 0.149
C -0.164 -0.238 0.827
C 0.903 2.399 -0.024
C -3.093 -0.637 0.568
C 2.088 0.382 -0.145
C 1.653 -0.994 -0.615
C 0.653 -1.453 0.466
H -3.720 -0.785 -0.286
H 0.112 -2.278 0.355
H 1.268 -1.666 1.393
H 1.850 2.792 -0.440
H 1.249 -1.028 -1.699
H -3.512 0.287 1.106
H 2.547 -1.541 -0.798
H 2.684 0.917 -0.874
H -3.130 -1.445 1.283
H 2.699 0.373 0.842
H -0.095 2.930 -0.017

***

21
Properties=species:S:1:pos:R:3 method="wB97M-V/def2-TZVPD" charge=0 energy_ha=-515.655460 de_lowest_kj_mol=248.80
O 2.538 0.047 -1.180
O 1.120 -1.681 -1.400
O -1.162 -1.688 -0.231
N -2.395 -0.145 0.852
C 1.576 -0.766 -0.713
C 1.322 -0.632 0.775
C -0.612 0.953 -0.940
C -1.175 -0.437 0.260
C 0.029 0.137 1.053
C 0.039 1.495 0.333
H 2.158 -0.111 1.239
H -3.082 -0.879 0.773
H 1.037 1.907 0.191
H 1.244 -1.641 1.184
H -0.028 0.976 -1.857
H -0.555 2.249 0.852
H 2.795 -0.255 -2.066
H -0.307 -1.860 -0.764
H -1.576 1.398 -1.189
H -0.170 0.162 2.130
H -2.796 0.772 0.700

***

22
Properties=species:S:1:pos:R:3 method="wB97M-V/def2-TZVPD" charge=0 energy_ha=-913.679705 de_lowest_kj_mol=592.75
S -0.931 0.728 -0.930
O -1.991 1.191 -0.073
O -0.445 -2.209 0.080
O -0.292 1.757 -1.757
N -0.167 -1.150 0.739
C -0.542 -0.673 1.902
C 0.314 0.544 2.395
C 1.148 1.093 1.267
C 0.410 -0.192 -0.123
C 1.503 -0.495 -1.073
C -1.574 -0.485 -2.143
H -1.973 -1.218 -1.491
H 1.083 0.334 3.076
H -2.468 -0.041 -2.544
H 1.186 -1.486 -1.571
H 2.520 -0.787 -0.612
H -0.664 -0.484 -2.812
H 2.149 0.943 1.219
H -0.471 1.201 2.775
H -1.226 -1.200 2.548
H 0.854 2.133 0.875
H 1.577 0.495 -1.750

***

22
Properties=species:S:1:pos:R:3 method="wB97M-V/def2-TZVPD" charge=0 energy_ha=-913.801429 de_lowest_kj_mol=273.17
S 2.178 0.582 0.985
O -1.968 -0.782 -3.814
O -0.752 -1.958 -2.127
O -1.970 -0.162 1.012
N -0.515 0.252 -0.691
C 0.633 -1.724 1.401
C -0.845 0.011 0.671
C 0.581 -0.146 1.481
C 1.810 2.232 1.204
C -1.535 0.430 -1.678
C -1.440 -0.804 -2.675
H 1.039 -2.324 2.326
H -0.496 -2.321 0.880
H 1.034 2.711 0.533
H -1.179 1.376 -2.256
H 2.738 2.890 0.989
H 0.511 0.158 -1.054
H 1.659 2.530 2.289
H -0.627 -1.773 -1.172
H 0.251 0.203 2.473
H -2.592 0.515 -1.300
H 1.487 -1.896 0.525

***

23
Properties=species:S:1:pos:R:3 method="wB97M-V/def2-TZVPD" charge=0 smiles="CC(=O)O[C@@H](OC(C)C)SN=O" energy_ha=-988.984337 de_lowest_kj_mol=450.53
S -2.696 -0.121 -0.691
O 0.004 -0.313 0.195
O -3.607 -2.357 0.116
O -0.485 1.593 -0.748
O -0.972 1.914 1.448
N -2.625 -1.736 -0.179
C -0.511 3.756 -0.039
C -0.680 2.326 0.355
C 0.612 -2.749 0.517
C 0.926 -1.416 -0.101
C 2.278 -0.877 0.357
C -0.725 0.275 -0.791
H 1.138 -1.526 -1.187
H -0.392 -0.042 -1.790
H 2.096 -0.412 1.261
H 2.466 0.031 -0.295
H 0.093 3.818 -0.902
H -0.123 4.228 0.780
H -0.444 -2.817 0.391
H 3.023 -1.680 0.340
H -1.357 4.309 -0.369
H 0.916 -2.736 1.460
H 1.063 -3.467 -0.125